# 1
A molecular structure, C29H33Cl2N2O4P2Ti, computed with the ωB97M-V functional and the def2-TZVPD basis.

Each line ends with the Löwdin charge.
Cartesian coordinates (Å):
Ti 0.57375 0.59180 -0.42543  1.071
O 0.92072 -0.09745 1.22759  -0.226
C 1.62960 0.14935 2.32952  -0.302
C 1.72199 -0.82639 3.31464  -0.020
C 2.43135 -0.55409 4.47190  -0.051
C 3.07162 0.67231 4.65696  -0.062
C 3.01055 1.61802 3.65420  -0.015
C 2.29382 1.36846 2.47790  -0.126
C 2.40372 2.31144 1.38911  -0.037
N 1.91629 2.17430 0.21423  -0.032
C 2.28223 3.20159 -0.78023  -0.145
C 2.01564 2.61645 -2.15983  -0.152
N 0.68801 2.04855 -2.02754  -0.060
C -0.31456 2.46661 -2.68807  -0.033
C -1.68367 2.18001 -2.28704  -0.134
C -2.75353 2.43931 -3.14974  -0.019
C -4.05413 2.34106 -2.70124  -0.065
C -4.29567 2.04188 -1.35868  -0.050
C -3.25455 1.81312 -0.47720  -0.005
C -1.94807 1.84515 -0.95303  -0.314
O -0.93862 1.57661 -0.10667  -0.210
H 1.22120 -1.77201 3.16496  0.116
H 2.48733 -1.31112 5.24328  0.117
H 3.62459 0.86934 5.56224  0.109
H 3.53294 2.56112 3.75854  0.120
H 3.01258 3.19615 1.59714  0.148
H 3.32887 3.48871 -0.66020  0.132
H 1.65022 4.08150 -0.62838  0.138
H 2.72415 1.81228 -2.38127  0.126
H 2.07240 3.37396 -2.94779  0.133
H -0.16049 3.13076 -3.54388  0.153
H -2.54569 2.72314 -4.17352  0.122
H -4.87759 2.52402 -3.37493  0.110
H -5.31385 1.99453 -0.99607  0.115
H -3.42085 1.59610 0.56667  0.105
C -3.77397 0.19723 3.44549  -0.304
P -1.98838 -0.04056 3.09362  0.861
C -1.41191 -0.47389 4.77807  -0.292
C -2.06444 -1.74672 2.39082  -0.430
C -2.57768 -1.82200 0.95969  -0.397
P -1.36920 -1.46358 -0.36781  0.891
C -0.43875 -3.02819 -0.46434  -0.230
C -2.44966 -1.55315 -1.82949  -0.234
H -4.18525 -0.63394 4.02526  0.045
H -4.34691 0.29368 2.52378  0.019
H -3.91444 1.11864 4.01084  0.039
H -2.06089 -1.21058 5.25837  0.046
H -1.37597 0.42116 5.39692  0.042
H -0.39979 -0.87720 4.72791  0.006
H -2.72652 -2.34156 3.03004  0.085
H -1.07317 -2.20184 2.46828  0.061
H -3.43772 -1.16313 0.80980  0.070
H -2.92928 -2.83610 0.74128  0.088
H -1.11571 -3.88368 -0.40111  0.055
H 0.28502 -3.08983 0.34908  0.046
H 0.10719 -3.08862 -1.40708  0.041
H -2.95170 -2.52255 -1.87512  0.059
H -1.87042 -1.41015 -2.74109  -0.011
H -3.20307 -0.76764 -1.77223  0.036
Cl 4.34064 -3.89683 -5.25049  0.702
C 3.36331 -2.86657 -4.26198  -0.656
C 2.15793 -2.38091 -4.75450  -0.099
C 1.35912 -1.56653 -3.97062  -0.553
Cl -0.10978 -0.94358 -4.64686  0.754
C 1.73041 -1.22488 -2.66882  -0.346
O 0.92079 -0.51554 -1.91131  -0.256
C 2.98006 -1.67325 -2.21443  -0.114
C 3.54993 -1.17423 -0.96085  -0.136
O 3.08204 -0.25094 -0.31978  0.023
C 3.78124 -2.50369 -2.99751  -0.043
H 1.84070 -2.63320 -5.75647  0.114
H 4.48821 -1.64954 -0.62815  0.143
H 4.73577 -2.84270 -2.61735  0.122

Forces on atoms 1 to 2 (eV/Å):
Ti -0.365 -0.307 -0.229
O 0.166 -0.010 0.350

**Gap between HOMO and LUMO**: 0.2705 Ha
**Highest occupied orbital energy**: -10.6 eV
**ΔE to the lowest compared entry with this formula, charge and spin**: 0.478 eV
**Net charge**: +1


# 2
A molecular structure, C31H28N5S3SbV, computed with the ωB97M-V functional and the def2-TZVPD basis.

Each line ends with the natural charge from an NBO analysis.
Cartesian coordinates (Å):
V 0.94866 0.99451 0.45015  0.985
C -1.80013 4.27040 -3.12185  -0.745
S -2.44132 3.22868 -1.80034  0.396
C -1.02535 2.88674 -0.87579  -0.052
S -1.30542 1.93168 0.61182  -0.111
N 0.13958 3.36416 -1.15953  -0.335
N 1.11756 2.88065 -0.32209  -0.338
C 2.21672 3.51583 -0.17762  0.052
C 3.15005 2.86420 0.73165  0.114
C 4.38142 3.40202 1.08570  -0.177
C 5.16130 2.74787 2.02028  -0.127
C 4.66717 1.58813 2.59747  -0.213
C 3.43493 1.10706 2.19674  0.050
N 2.69766 1.70445 1.25405  -0.543
H -2.65924 4.56836 -3.71809  0.259
H -1.08805 3.73033 -3.74147  0.234
H -1.32307 5.15068 -2.69897  0.252
H 2.40339 4.46545 -0.66662  0.240
H 4.70556 4.32821 0.63131  0.250
H 6.12440 3.14264 2.31058  0.253
H 5.22597 1.06821 3.36290  0.250
H 2.99777 0.21950 2.63387  0.200
C 5.05914 -3.54311 -1.17951  -0.672
C 4.02525 -2.65147 -0.59495  0.337
C 3.62815 -2.74073 0.74650  -0.268
C 2.63634 -1.89264 1.19195  0.091
N 2.04749 -1.01269 0.36835  -0.580
C 2.52272 -0.98855 -0.88282  0.298
S 1.76171 0.32174 -1.83124  0.340
N 3.45681 -1.73644 -1.39938  -0.433
H 4.62132 -4.52807 -1.35974  0.262
H 5.89137 -3.67943 -0.48960  0.250
H 5.41655 -3.14285 -2.12358  0.260
H 4.08704 -3.45025 1.41970  0.256
H 2.28381 -1.91020 2.21665  0.225
C -6.60004 -0.69649 -0.47531  -0.159
C -6.09196 -0.94103 0.79147  -0.194
C -4.72487 -0.90039 1.01154  -0.237
C -3.85874 -0.62485 -0.04665  -0.343
C -4.37799 -0.39552 -1.32458  -0.248
C -5.74603 -0.42352 -1.53519  -0.191
Sb -1.77801 -0.58843 0.16722  1.275
C 0.41067 -0.54388 -2.63766  -0.069
C 0.28669 -1.92431 -2.65008  -0.252
C -0.82995 -2.49037 -3.24982  -0.180
C -1.80454 -1.68710 -3.82623  -0.198
C -1.65374 -0.30749 -3.82453  -0.185
C -0.53881 0.27048 -3.23499  -0.273
C -1.54702 -0.76004 2.25214  -0.476
C -2.20217 0.01528 3.20780  -0.226
C -1.94232 -0.17347 4.55599  -0.177
C -1.04066 -1.14758 4.96413  -0.170
C -0.39294 -1.93659 4.02493  -0.230
C -0.63768 -1.73440 2.67284  -0.177
H -7.66882 -0.72333 -0.63936  0.237
H -6.76309 -1.16384 1.60960  0.237
H -4.33767 -1.09602 2.00348  0.224
H -3.71241 -0.19777 -2.15831  0.216
H -6.14812 -0.24133 -2.52266  0.231
H 1.03865 -2.56735 -2.21280  0.226
H -0.93405 -3.56672 -3.27524  0.239
H -2.66794 -2.14097 -4.29301  0.241
H -2.39515 0.32444 -4.29542  0.236
H -0.41207 1.34652 -3.24736  0.229
H -2.91777 0.77009 2.90314  0.232
H -2.45232 0.43277 5.29218  0.238
H -0.85678 -1.29822 6.01937  0.239
H 0.28369 -2.71850 4.34626  0.229
H -0.15329 -2.37514 1.94061  0.202

Forces on atoms 1 to 2 (eV/Å):
V 0.111 -0.805 -0.017
C 0.198 0.054 0.040

**Gap between HOMO and LUMO (spin up / spin down)**: 0.2641 / 0.2379 Ha
**Highest occupied orbital energy (spin up / spin down)**: -13.4 / -12.7 eV
**<S²>**: 0.78
**Multiplicity**: 2
**ΔE to the lowest compared entry with this formula, charge and spin**: 0.714 eV
**Net charge**: +2


# 3
A molecular structure, C21H27N6Pt in a non-equilibrium geometry, computed with the ωB97M-V functional and the def2-TZVPD basis.

Each line ends with the natural charge from an NBO analysis.
Cartesian coordinates (Å):
Pt 0.52636 -0.80987 0.34009  0.845
C -2.84359 -3.56947 0.42580  -0.214
C -3.15877 -3.50833 1.77383  -0.084
C -2.31503 -2.81910 2.63896  -0.186
C -1.19788 -2.19516 2.13043  0.162
N -0.93164 -2.19014 0.78415  -0.468
C -1.73256 -2.88366 -0.03046  0.080
C -0.14563 -1.54920 2.97162  0.190
C 0.02922 -1.67286 4.33720  -0.178
C 1.14994 -1.08604 4.92040  -0.092
C 2.07911 -0.40222 4.14040  -0.197
C 1.85001 -0.29686 2.78043  0.262
N 0.75819 -0.86555 2.25486  -0.420
C 2.73386 0.33169 1.75511  0.148
C 3.89401 1.01433 2.05853  -0.180
C 4.71769 1.45040 1.02868  -0.090
C 4.35813 1.18314 -0.28292  -0.216
C 3.16140 0.53414 -0.52467  0.068
N 2.35178 0.12753 0.45650  -0.460
H -3.44852 -4.13537 -0.26841  0.271
H -4.03929 -4.00808 2.15542  0.269
H -2.52729 -2.78256 3.69835  0.259
H -1.45579 -2.91376 -1.07588  0.209
H -0.67720 -2.22707 4.93855  0.262
H 1.30906 -1.17674 5.98655  0.271
H 2.97030 0.01439 4.58719  0.260
H 4.16618 1.19592 3.08866  0.259
H 5.63823 1.97331 1.25173  0.270
H 4.99463 1.46644 -1.10942  0.267
H 2.85595 0.30174 -1.53552  0.190
N 0.41792 2.65733 -2.48877  -0.721
C -0.76460 2.18686 -3.32097  -0.043
C -0.66990 0.70162 -3.65456  -0.457
C -0.98118 -0.30887 -2.53804  -0.050
N 0.26935 -0.76772 -1.77330  -0.813
C -2.14982 0.16171 -1.66990  -0.434
C -2.21354 1.65064 -1.31718  -0.058
N -1.16754 2.03660 -0.34028  -0.884
C -2.04742 2.51901 -2.56468  -0.443
H 1.31192 2.38094 -2.89590  0.431
H 0.29152 2.28826 -1.51568  0.468
H 0.42246 3.67882 -2.43084  0.449
H -0.70508 2.75529 -4.24834  0.255
H 0.27273 0.45864 -4.15684  0.232
H -1.43541 0.55362 -4.41998  0.281
H -1.29709 -1.21384 -3.05603  0.231
H 1.07954 -0.38538 -2.25233  0.388
H 0.35654 -1.76486 -1.96923  0.417
H -2.21639 -0.44044 -0.76414  0.226
H -3.05815 -0.05610 -2.23797  0.257
H -3.21289 1.82043 -0.90872  0.226
H -1.34898 1.61734 0.56684  0.393
H -1.25698 3.03768 -0.16704  0.385
H -2.08421 3.58124 -2.30710  0.239
H -2.88367 2.35017 -3.24517  0.269

Forces on atoms 1 to 2 (eV/Å):
Pt 0.532 -0.774 -1.069
C 0.000 -0.061 0.113

**Gap between HOMO and LUMO**: 0.3050 Ha
**Highest occupied orbital energy**: -17.8 eV
**ΔE to the lowest compared entry with this formula, charge and spin**: 0.497 eV
**Net charge**: +3


# 4
A molecular structure, C5H5NO in a non-equilibrium geometry, computed with the ωB97M-V functional and the def2-TZVPD basis.

Each line ends with the natural charge from an NBO analysis.
Cartesian coordinates (Å):
C -1.01784 -1.05282 -0.08022  -0.043
C -0.77507 0.27672 0.03285  -0.016
C -1.07358 1.55416 0.25433  -0.327
C 1.14079 0.19030 -0.30570  0.232
C 1.08983 -1.22732 0.23712  0.077
N -0.01210 -1.84836 0.25728  -0.378
O 2.00823 0.91969 0.17835  -0.594
H -1.90843 -1.44412 -0.52445  0.223
H -0.52403 2.27877 -0.42184  0.235
H -1.61371 1.78466 1.08550  0.223
H 0.71959 0.24190 -1.35275  0.162
H 1.96632 -1.67358 0.63953  0.205

Forces on atoms 1 to 2 (eV/Å):
C -0.971 2.299 0.258
C -2.863 0.702 0.299

**Gap between HOMO and LUMO**: 0.3069 Ha
**Highest occupied orbital energy**: -8.9 eV
**ΔE to the lowest compared entry with this formula, charge and spin**: 4.384 eV
**Net charge**: 0


# 5
2 unconnected molecules or ions with the total composition C23H19Cl2N2S in a non-equilibrium geometry, computed with the ωB97M-V functional and the def2-TZVPD basis.

Each line ends with the natural charge from an NBO analysis.
Cartesian coordinates (Å):
Cl 3.92371 4.57580 -0.80552  0.101
C 3.34868 3.17912 0.01391  0.059
C 3.00611 3.24026 1.36125  -0.253
C 2.56222 2.12365 2.01790  -0.058
C 2.43588 0.88020 1.35124  -0.213
C 1.95596 -0.22343 2.09638  0.165
C 1.66248 -1.55961 1.73171  -0.101
C 1.16056 -2.42437 2.73536  -0.080
C 0.86405 -3.73312 2.46343  -0.256
C 1.05498 -4.25058 1.18604  0.054
Cl 0.71396 -5.90142 0.85228  0.101
C 1.53345 -3.42415 0.17881  -0.235
C 1.82100 -2.11451 0.43926  -0.112
C 2.79989 0.85445 -0.01631  -0.029
C 3.24004 1.97341 -0.66455  -0.261
H 3.09909 4.18093 1.87234  0.250
H 2.29454 2.18712 3.05893  0.232
H 1.77882 -0.00502 3.13613  0.222
H 1.00168 -2.03515 3.72681  0.232
H 0.47593 -4.38182 3.22749  0.251
H 1.67085 -3.82506 -0.81000  0.247
H 2.15159 -1.52452 -0.38425  0.211
H 2.76590 -0.04581 -0.58562  0.200
H 3.50952 1.92870 -1.70522  0.247
C 9.90296 0.68234 5.71047  -0.186
C 9.30420 -0.21057 4.84495  -0.271
C 7.93841 -0.10011 4.58758  0.231
C 7.19575 0.90456 5.21591  -0.228
C 7.80297 1.79323 6.08134  -0.192
C 9.15847 1.67984 6.32227  -0.217
S 5.50147 0.83671 4.71310  0.325
C 5.77531 -0.58256 3.68552  0.313
N 4.85078 -1.20864 3.04071  -0.572
C 5.24892 -2.27701 2.22260  -0.229
C 6.53461 -2.99878 2.64893  -0.429
C 7.65000 -1.99316 2.90695  -0.208
N 7.13561 -0.88768 3.71940  -0.442
H 10.96133 0.61027 5.90805  0.227
H 9.88545 -0.98022 4.36936  0.222
H 7.21701 2.56871 6.54301  0.224
H 9.64245 2.37845 6.98271  0.226
H 4.41085 -2.98600 2.17450  0.193
H 5.36400 -1.89005 1.20258  0.179
H 6.34575 -3.57685 3.56128  0.214
H 6.84221 -3.72922 1.88861  0.229
H 8.50421 -2.44902 3.41672  0.219
H 8.02113 -1.57276 1.96728  0.198

Forces on atoms 1 to 2 (eV/Å):
Cl -0.152 -0.286 0.206
C 0.017 0.133 0.241

**Gap between HOMO and LUMO**: 0.1627 Ha
**Highest occupied orbital energy**: -10.1 eV
**Net charge**: +1


# 6
A molecular structure, C2HCuFO3 in a non-equilibrium geometry, computed with the ωB97M-V functional and the def2-TZVPD basis.

Each line ends with the natural charge from an NBO analysis.
Cartesian coordinates (Å):
O 4.50174 -1.36423 -1.53422  -0.377
C 3.47605 -1.09113 -1.16965  0.433
C -2.14296 0.42093 0.35242  1.035
O -2.92532 1.04761 0.99965  -0.493
O -0.87003 0.78963 0.34713  -0.788
F -2.17806 -0.89448 0.26792  -0.292
Cu 1.00554 -0.48711 -0.26353  0.921
H -0.86695 1.57878 1.00028  0.561

Forces on atoms 1 to 2 (eV/Å):
O -0.872 0.248 0.303
C 0.034 -0.065 0.010

**Gap between HOMO and LUMO**: 0.3730 Ha
**Highest occupied orbital energy**: -16.1 eV
**Net charge**: +1


The lowest net charge belongs to which entry?
C5H5NO


Which of these has the lowest net charge?
C5H5NO


Which value of net charge does entry 6 give?
+1